Entry 1:
{"formula": "C31H28CsN9O2S2", "method": "ωB97M-V/def2-TZVPD", "charge": -2, "relative_energy_kj_mol": 58.9, "homo_energy_ev": -1.28, "elements": ["Cs", "C", "C", "N", "C", "S", "N", "N", "C", "C", "C", "C", "C", "C", "C", "N", "H", "H", "H", "H", "H", "H", "H", "H", "H", "H", "H", "H", "H", "N", "C", "N", "C", "N", "N", "C", "C", "C", "C", "C", "C", "N", "C", "C", "C", "C", "C", "C", "H", "H", "H", "H", "H", "H", "H", "H", "H", "H", "H", "O", "C", "O", "C", "C", "C", "C", "C", "C", "S", "H", "H", "H", "H"], "coordinates": [[-0.299, -1.285, -1.031], [1.091, 3.715, 6.941], [1.615, 4.458, 5.713], [2.196, 3.596, 4.711], [1.415, 2.789, 3.893], [2.247, 1.527, 3.060], [0.142, 3.080, 3.878], [-0.586, 2.451, 2.891], [-1.650, 1.841, 3.244], [-2.097, 1.665, 4.669], [-2.467, 1.247, 2.149], [-3.326, 0.176, 2.395], [-4.009, -0.408, 1.334], [-3.824, 0.091, 0.058], [-2.978, 1.186, -0.081], [-2.317, 1.756, 0.921], [0.684, 4.412, 7.679], [1.890, 3.142, 7.415], [0.305, 3.021, 6.642], [2.375, 5.186, 6.013], [0.799, 5.007, 5.244], [3.090, 3.181, 4.913], [-1.559, 2.371, 5.298], [-1.878, 0.656, 5.026], [-3.173, 1.825, 4.761], [-3.443, -0.207, 3.400], [-4.649, -1.265, 1.501], [-4.252, -0.352, -0.831], [-2.813, 1.606, -1.068], [0.577, 3.305, 0.492], [0.744, 2.041, 0.057], [1.585, 1.649, -0.832], [2.489, 2.576, -1.339], [3.500, 2.224, -2.060], [3.539, 0.866, -2.330], [3.767, 0.128, -1.326], [3.484, -1.321, -1.338], [3.282, -1.930, -0.099], [2.782, -3.222, -0.064], [2.504, -3.861, -1.260], [2.777, -3.184, -2.444], [3.259, -1.949, -2.496], [2.284, 4.002, -1.014], [3.031, 5.024, -1.594], [2.842, 6.340, -1.217], [1.893, 6.651, -0.243], [1.134, 5.656, 0.338], [1.321, 4.328, -0.051], [-0.069, 3.414, 1.267], [0.105, 1.326, 0.557], [3.974, 0.564, -0.345], [3.454, -1.368, 0.811], [2.578, -3.702, 0.885], [2.055, -4.844, -1.289], [2.563, -3.652, -3.398], [3.765, 4.751, -2.341], [3.430, 7.126, -1.674], [1.745, 7.680, 0.060], [0.393, 5.887, 1.094], [-0.885, -3.440, -2.735], [-2.080, -3.309, -2.355], [-2.455, -3.234, -1.158], [-3.153, -3.185, -3.419], [-3.708, -4.346, -3.939], [-4.716, -4.312, -4.896], [-5.166, -3.074, -5.337], [-4.611, -1.909, -4.830], [-3.592, -1.917, -3.861], [-2.933, -0.398, -3.277], [-3.337, -5.301, -3.579], [-5.138, -5.231, -5.288], [-5.952, -3.012, -6.084], [-4.959, -0.944, -5.180]], "forces_ev_per_a": [[0.09, 0.36, -0.02], [0.01, 0.01, -0.01], [0.00, -0.01, 0.01], [0.00, 0.04, 0.05], [0.05, 0.00, -0.12], [-0.05, 0.00, 0.02], [0.08, -0.03, 0.00], [-0.22, -0.04, 0.33], [-0.01, 0.07, -0.12], [0.00, -0.02, -0.02], [-0.11, -0.07, 0.09], [-0.03, 0.06, -0.04], [0.08, -0.01, 0.04], [0.08, 0.03, 0.07], [0.00, 0.01, -0.11], [-0.02, 0.02, -0.01], [-0.01, 0.00, 0.00], [0.00, 0.01, 0.01], [0.00, -0.01, 0.00], [0.00, -0.01, 0.00], [0.00, 0.01, 0.01], [0.01, -0.02, 0.00], [-0.01, 0.01, 0.00], [0.02, -0.01, 0.00], [0.01, -0.01, -0.01], [0.03, -0.02, 0.01], [0.01, -0.01, 0.00], [-0.02, -0.02, 0.01], [-0.02, -0.04, -0.01], [0.17, 0.02, -0.45], [0.13, 0.35, 0.26], [-0.14, -0.07, -0.07], [0.03, 0.04, 0.05], [0.00, 0.00, 0.00], [-0.01, -0.07, 0.04], [0.01, 0.04, -0.07], [0.01, 0.05, 0.03], [-0.01, -0.01, -0.03], [0.00, -0.02, -0.01], [-0.01, -0.02, 0.03], [0.01, 0.01, -0.03], [0.02, -0.02, 0.01], [0.01, -0.01, 0.01], [0.02, 0.02, -0.02], [0.02, -0.03, -0.02], [-0.02, -0.03, 0.02], [-0.02, 0.04, 0.01], [0.02, -0.19, -0.02], [-0.06, -0.08, 0.22], [-0.10, 0.04, -0.02], [0.02, 0.00, -0.01], [0.02, -0.01, -0.01], [0.00, -0.02, 0.00], [-0.01, 0.01, -0.01], [-0.01, -0.01, 0.01], [0.00, 0.00, 0.00], [0.00, 0.00, 0.00], [0.00, 0.00, 0.00], [0.01, -0.02, 0.01], [-0.11, -0.19, -0.10], [-0.04, -0.03, -0.02], [-0.01, -0.07, 0.04], [0.03, 0.03, 0.00], [0.00, -0.01, 0.01], [0.00, 0.00, 0.00], [0.01, 0.00, 0.00], [-0.01, 0.00, -0.01], [-0.01, 0.02, 0.00], [0.06, -0.08, -0.03], [0.00, 0.00, 0.00], [0.00, 0.00, 0.00], [0.00, 0.00, 0.00], [0.00, 0.00, 0.00]]}

***

Entry 2:
{"formula": "C31H28F2NO", "method": "ωB97M-V/def2-TZVPD", "charge": 1, "homo_energy_ev": -10.05, "elements": ["F", "C", "C", "C", "C", "C", "C", "C", "C", "C", "C", "C", "F", "C", "C", "H", "H", "H", "H", "H", "H", "H", "H", "H", "C", "C", "C", "C", "C", "C", "N", "C", "C", "O", "C", "C", "C", "C", "C", "C", "C", "C", "C", "C", "H", "H", "H", "H", "H", "H", "H", "H", "H", "H", "H", "H", "H", "H", "H", "H", "H", "H", "H"], "coordinates": [[-2.336, 5.275, -2.599], [-2.294, 4.079, -1.918], [-3.494, 3.413, -1.679], [-3.427, 2.208, -0.960], [-2.218, 1.694, -0.518], [-0.968, 2.341, -0.812], [0.270, 1.728, -0.525], [1.495, 2.367, -0.889], [2.460, 1.665, -1.668], [3.675, 2.239, -2.012], [3.967, 3.564, -1.668], [2.995, 4.280, -0.969], [3.239, 5.607, -0.697], [1.788, 3.731, -0.568], [-1.064, 3.598, -1.513], [-4.434, 3.823, -2.035], [-4.350, 1.666, -0.750], [-2.187, 0.756, 0.043], [0.301, 0.636, -0.117], [2.214, 0.653, -2.001], [4.410, 1.643, -2.554], [4.906, 4.034, -1.949], [1.053, 4.339, -0.044], [-0.172, 4.166, -1.766], [4.199, -2.047, -1.057], [3.016, -2.791, -1.047], [1.904, -2.331, -0.338], [1.901, -1.055, 0.258], [0.675, -0.339, 0.747], [-0.491, -1.229, 0.944], [-1.053, -1.430, 2.168], [-0.230, -1.210, 3.378], [-0.947, -1.733, 4.615], [-2.265, -1.184, 4.704], [-3.094, -1.652, 3.643], [-2.534, -1.362, 2.255], [-1.080, -1.879, -0.220], [-0.874, -1.349, -1.516], [-1.479, -1.921, -2.628], [-2.227, -3.096, -2.492], [-2.355, -3.702, -1.236], [-1.771, -3.118, -0.114], [3.151, -0.418, 0.396], [4.276, -0.880, -0.286], [5.060, -2.385, -1.638], [2.953, -3.741, -1.584], [1.024, -2.972, -0.268], [0.921, 0.220, 1.657], [0.727, -1.736, 3.258], [-0.032, -0.133, 3.520], [-0.957, -2.841, 4.595], [-0.451, -1.364, 5.523], [-3.273, -2.742, 3.737], [-4.040, -1.106, 3.769], [-2.882, -0.357, 1.946], [-2.980, -2.085, 1.566], [-0.252, -0.463, -1.641], [-1.355, -1.443, -3.601], [-2.700, -3.541, -3.367], [-2.912, -4.633, -1.123], [-1.834, -3.618, 0.859], [3.220, 0.478, 1.018], [5.211, -0.320, -0.229]], "forces_ev_per_a": [[0.07, -1.30, 0.71], [0.11, 0.90, -0.45], [0.60, -0.37, 0.33], [-0.10, 0.03, 0.04], [0.70, -0.08, -0.10], [-1.57, 1.25, 0.25], [-0.46, 1.81, -2.80], [1.40, 1.00, -0.12], [-0.51, -0.37, 0.62], [0.04, 0.36, -0.15], [-0.46, -0.40, 0.10], [0.06, 0.91, 0.12], [-0.27, -1.38, -0.15], [-0.02, -0.36, -0.21], [-0.08, -0.37, 0.10], [0.16, -0.06, 0.03], [0.27, 0.17, -0.04], [-0.12, 0.33, -0.23], [-0.20, 0.67, -0.78], [0.25, 0.30, 0.22], [-0.26, 0.23, 0.07], [-0.21, -0.06, 0.13], [0.39, -0.11, 0.10], [-0.33, -0.18, -0.13], [-0.03, 0.23, 0.03], [-0.01, 0.11, 0.32], [0.02, 0.08, -0.37], [0.62, 0.31, -0.35], [-0.65, -5.46, 3.63], [1.76, 1.23, 0.33], [-0.04, 0.28, -0.58], [-0.30, 0.56, 0.05], [-0.38, 0.25, 0.10], [0.24, -0.49, -0.64], [0.15, -0.12, 0.53], [-0.36, 0.37, 0.10], [-0.37, -0.96, -0.96], [-0.39, 0.07, 0.58], [0.03, -0.19, 0.05], [0.03, 0.16, 0.11], [0.18, 0.12, 0.07], [0.12, 0.52, -0.17], [-0.17, 0.04, -0.31], [-0.04, -0.33, 0.02], [-0.25, 0.09, 0.23], [0.07, 0.30, 0.27], [0.31, 0.27, -0.26], [-0.13, 0.00, -0.20], [-0.25, 0.20, -0.14], [-0.07, -0.32, 0.01], [-0.19, 0.37, 0.15], [0.09, -0.36, -0.35], [0.09, 0.39, 0.19], [0.20, -0.41, -0.15], [0.36, -0.28, 0.11], [0.11, 0.38, 0.18], [-0.27, -0.24, -0.02], [-0.03, -0.27, 0.24], [0.12, 0.10, 0.25], [0.22, 0.25, -0.10], [0.01, 0.19, -0.40], [-0.01, -0.11, -0.30], [-0.25, -0.22, 0.05]]}

***

Entry 3:
{"formula": "C31H28F4N10OTi", "method": "ωB97M-V/def2-TZVPD", "charge": 2, "multiplicity": 3, "homo_energy_ev": [-12.49, -14.00], "elements": ["Ti", "C", "C", "C", "C", "C", "C", "C", "C", "C", "C", "H", "H", "H", "H", "H", "H", "H", "H", "H", "H", "H", "H", "H", "H", "O", "C", "C", "C", "C", "C", "C", "C", "C", "N", "H", "H", "H", "H", "H", "H", "H", "H", "H", "H", "H", "N", "N", "N", "C", "N", "N", "H", "H", "H", "F", "C", "C", "F", "C", "C", "C", "F", "C", "C", "C", "N", "C", "N", "F", "C", "C", "N", "C", "N"], "coordinates": [[6.018, -16.567, -8.042], [4.926, -11.163, -9.254], [4.925, -12.629, -9.683], [6.333, -12.985, -10.209], [4.475, -13.468, -8.513], [3.121, -13.751, -8.272], [2.708, -14.465, -7.131], [3.651, -14.930, -6.211], [3.239, -15.612, -4.944], [5.018, -14.697, -6.480], [5.382, -13.931, -7.588], [5.252, -10.584, -10.121], [5.633, -10.955, -8.466], [3.964, -10.819, -8.921], [4.209, -12.705, -10.499], [7.081, -12.696, -9.446], [6.507, -12.394, -11.071], [6.363, -14.033, -10.491], [2.381, -13.340, -8.963], [1.652, -14.613, -6.915], [4.036, -16.236, -4.546], [2.368, -16.241, -5.045], [2.985, -14.907, -4.173], [5.778, -14.945, -5.743], [6.422, -13.616, -7.696], [7.234, -17.512, -9.563], [8.478, -18.288, -9.468], [8.616, -18.732, -8.034], [7.724, -19.824, -7.440], [6.248, -19.621, -7.175], [5.564, -20.783, -6.817], [4.288, -20.716, -6.309], [3.686, -19.469, -6.215], [4.372, -18.364, -6.657], [5.635, -18.417, -7.125], [6.786, -17.653, -10.412], [9.276, -17.608, -9.720], [8.445, -19.099, -10.163], [8.574, -17.835, -7.432], [9.646, -19.080, -7.898], [8.182, -20.040, -6.486], [7.839, -20.750, -8.036], [6.122, -21.726, -6.865], [3.770, -21.609, -5.985], [2.689, -19.373, -5.847], [3.886, -17.381, -6.672], [10.314, -14.010, -5.736], [9.478, -14.529, -6.717], [9.822, -14.458, -7.999], [8.847, -15.117, -8.568], [7.952, -15.573, -7.656], [8.400, -15.212, -6.460], [11.140, -13.594, -6.177], [9.830, -13.396, -5.074], [8.758, -15.264, -9.643], [4.166, -15.376, -11.648], [2.898, -15.091, -11.963], [2.729, -14.208, -12.965], [3.834, -13.700, -13.475], [1.443, -13.877, -13.454], [0.377, -14.468, -12.752], [0.570, -15.392, -11.760], [-0.476, -15.960, -11.180], [1.851, -15.709, -11.293], [2.105, -16.542, -10.107], [3.332, -16.553, -9.580], [4.467, -16.491, -9.200], [1.126, -17.294, -9.366], [0.425, -17.873, -8.656], [-0.857, -14.213, -13.099], [1.234, -13.051, -14.578], [2.340, -12.457, -15.245], [3.201, -11.982, -15.836], [-0.036, -12.671, -15.055], [-1.027, -12.270, -15.488]], "forces_ev_per_a": [[1.81, 0.90, 1.65], [0.38, 0.17, -0.79], [0.43, 0.27, 0.48], [-0.87, 0.06, 1.24], [-0.93, -0.24, -0.35], [-0.08, 0.00, 0.42], [0.43, 0.54, -0.50], [0.54, -0.15, -0.21], [0.27, -0.37, 0.07], [-0.82, 0.37, 0.21], [1.03, 0.00, 0.28], [-0.19, 0.26, 0.11], [0.31, -0.14, 0.39], [-0.52, 0.15, 0.05], [-0.18, -0.28, -0.11], [-0.16, -0.42, -0.48], [0.35, 0.52, -0.90], [0.34, -0.28, 0.07], [0.07, -0.21, 0.18], [0.12, 0.01, -0.17], [0.14, 0.02, 0.03], [-0.38, -0.21, -0.30], [-0.03, 0.54, 0.31], [-0.07, -0.11, 0.07], [-0.29, -0.22, 0.07], [-0.25, -0.31, -0.72], [-0.87, 0.37, 0.80], [0.45, -0.10, 0.11], [0.12, 0.13, -1.12], [-0.13, -0.18, 0.28], [0.57, -0.22, 0.15], [0.00, -0.03, -0.05], [0.07, -0.02, -0.24], [-0.27, 0.08, -0.02], [0.47, -1.02, 0.02], [0.29, -0.05, 0.23], [0.42, 0.05, -0.18], [-0.06, -0.53, -0.50], [-0.09, 0.21, 0.38], [-0.08, -0.02, -0.13], [-0.01, -0.23, 0.45], [-0.11, 0.38, 0.24], [-0.43, 0.34, -0.02], [0.00, 0.03, -0.01], [-0.48, 0.13, 0.20], [0.23, -0.39, 0.11], [-0.16, -0.26, -0.03], [0.76, 0.35, 0.22], [0.02, 0.34, 0.75], [-0.74, -0.49, -0.29], [0.72, 0.26, -0.25], [0.27, 0.54, -0.42], [-0.57, -0.15, 0.12], [0.08, -0.28, -0.55], [0.03, 0.05, 0.44], [-0.08, -0.03, 0.06], [1.42, 0.56, -0.63], [0.87, -0.22, 0.16], [-0.19, 0.22, -0.32], [-0.20, 1.48, -1.80], [-0.78, -1.44, 0.91], [-1.02, 0.40, -0.34], [0.10, 0.13, -0.08], [0.21, -2.19, 3.19], [-3.67, 1.10, -3.08], [7.39, 0.24, 2.20], [-6.16, -0.67, -2.56], [-0.11, 0.36, 0.04], [0.29, 0.12, -0.31], [-0.38, 0.25, -0.20], [0.79, -0.64, 1.56], [-0.25, -0.14, -0.19], [0.27, 0.19, -0.14], [-0.70, 0.29, -0.38], [0.27, -0.19, 0.14]]}

***

| no. | electronic energy (eV) |
| --- | --- |
| 1 | -72328.3036 |
| 2 | -41563.0986 |
| 3 | -83515.7827 |